# 1
Entry from the OMol25 dataset: 3 unconnected molecules or ions with the total composition C5H8O2 in a non-equilibrium geometry (ωB97M-V with the def2-TZVPD basis set).

* energy above the lowest of the compared OMol25 structures with the same formula, charge and spin: 388.3 kJ/mol
* SMILES string: C=C=O.C=C.C=O
* E: -345.65705 Ha
* E_LUMO: 0.30 eV
* E_HOMO: -9.217 eV

Each line ends with the Löwdin charge.
CARTESIAN COORDINATES (ANGSTROEM)
C  -0.6888  1.7812  -0.0651  0.031
C  -0.1358  0.8557  0.6806  -0.356
C  -1.0294  -1.2442  -0.6730  -0.022
C  -1.4008  -1.1166  0.5960  -0.076
O  0.8055  0.5226  1.3150  0.067
C  2.3718  -0.0094  -0.2267  -0.195
O  2.2809  -1.1258  -0.6637  -0.019
H  -1.4682  1.5268  -0.7371  0.045
H  1.7910  0.7839  -0.7745  0.091
H  -0.4763  2.8120  0.1257  0.069
H  -1.6897  -1.0205  -1.4907  0.069
H  -0.1145  -1.7237  -0.9590  0.056
H  -2.3964  -0.8218  0.8712  0.073
H  -0.8278  -1.5384  1.4018  0.076
H  3.1209  0.3493  0.4904  0.092

***

# 2
Entry from the OMol25 dataset: 2 unconnected molecules or ions with the total composition C2H7ClNOP in a non-equilibrium geometry (ωB97M-V with the def2-TZVPD basis set).

* energy above the lowest of the compared OMol25 structures with the same formula, charge and spin: 177.8 kJ/mol
* SMILES string: C[P@H](=O)Cl.C=N
* E: -1011.94102 Ha
* E_LUMO: 0.95 eV
* E_HOMO: -9.831 eV

Each line ends with the Löwdin charge.
CARTESIAN COORDINATES (ANGSTROEM)
C  -1.8734  2.0539  0.5613  -0.156
C  1.6525  -2.1017  -0.2775  -0.243
N  -0.8873  1.9654  1.3155  -0.006
O  -0.8247  -1.2481  -1.5562  -0.471
P  0.3846  -0.8323  -0.7790  0.231
Cl  1.6026  0.3631  -1.7578  0.343
H  -0.8879  2.5720  2.1626  0.065
H  -2.5832  2.8645  0.6557  0.053
H  -2.0984  1.3914  -0.3336  0.080
H  1.1225  -2.8284  0.3330  0.045
H  2.2928  -2.5294  -1.0336  0.048
H  2.2808  -1.6072  0.3755  -0.001
H  -0.1811  -0.0630  0.3342  0.012

***

# 3
Entry from the OMol25 dataset: 4 unconnected molecules or ions with the total composition C16H27B2N3O21S4 in a non-equilibrium geometry (ωB97M-V with the def2-TZVPD basis set).

* SMILES string: NB(O)[C@@]1(CC(=O)O)OC(=O)O[C@@]1(CCSc1nnco1)CB(O)O.O=S1(=O)OCCO1.O=S1(=O)OCCO1.O=S1(=O)OCCO1
* E: -4012.56008 Ha
* E_LUMO: -0.04 eV
* E_HOMO: -9.308 eV

Each line ends with the Löwdin charge.
CARTESIAN COORDINATES (ANGSTROEM)
N  -1.6783  -1.1656  0.4396  0.188
B  -1.6287  0.3316  0.4017  -0.428
O  -2.0645  1.0200  1.5896  0.097
C  -1.1352  1.0943  -0.9840  -0.185
C  0.2734  0.5771  -1.6295  0.018
C  1.1915  -0.1831  -0.5417  -0.372
O  1.7036  0.3514  0.4637  0.044
O  1.4286  -1.6012  -0.7074  0.014
O  -2.0829  0.4862  -1.9521  -0.009
C  -2.0655  1.3799  -3.0963  -0.363
O  -2.4940  1.1950  -4.2412  0.143
O  -1.4070  2.6113  -2.6887  0.018
C  -1.5735  2.6069  -1.2242  -0.313
C  -0.7651  3.8168  -0.5539  -0.116
C  0.5445  3.4178  0.2718  -0.412
S  2.1277  3.3433  -0.6807  0.937
C  2.1740  4.5348  -2.0642  -0.514
N  1.2632  4.8865  -3.1037  0.025
N  1.9364  5.8268  -3.8378  -0.019
C  3.2516  6.0798  -3.3297  -0.058
O  3.3961  5.2527  -2.1706  -0.080
C  -3.1289  2.9875  -0.9132  0.000
B  -3.6663  4.2518  -1.8014  -0.464
O  -4.0635  5.4441  -1.0431  0.051
O  -3.8180  4.2638  -3.2304  0.101
H  -1.1655  -1.5184  1.2591  0.105
H  -1.3183  -1.5678  -0.4469  0.028
H  -1.4214  1.7158  1.8413  0.092
H  0.8273  1.3922  -2.2003  0.117
H  0.0250  -0.2347  -2.4139  0.151
H  2.1464  -1.6465  -1.3879  0.126
H  -0.6019  4.6133  -1.3636  0.129
H  -1.4847  4.3088  0.2053  0.133
H  0.6845  4.2379  1.0758  0.097
H  0.3761  2.4504  0.8794  0.083
H  4.0671  6.7703  -3.7228  0.141
H  -3.8439  2.1112  -1.1714  0.146
H  -3.3053  3.1724  0.2133  0.127
H  -5.0080  5.2962  -0.7823  0.110
H  -4.6755  3.8413  -3.4885  0.125
C  -1.0089  -5.7621  -0.6775  -0.169
C  -1.6037  -5.9588  -2.0628  -0.161
O  -2.6529  -4.9937  -2.1548  -0.182
S  -2.2446  -3.6821  -1.2911  0.636
O  -1.6931  -2.7077  -2.1889  -0.233
O  -3.3104  -3.3887  -0.3847  -0.218
O  -1.0237  -4.3479  -0.4575  -0.197
H  -1.6306  -6.2342  0.0903  0.074
H  0.0093  -6.1478  -0.6074  0.142
H  -1.9932  -6.9662  -2.2088  0.139
H  -0.8702  -5.7360  -2.8436  0.131
C  5.8349  3.1684  1.0261  -0.174
C  5.7317  1.9173  1.8844  -0.171
O  6.6116  2.1503  2.9848  -0.193
S  6.6299  3.7380  3.3214  0.649
O  5.7206  3.9793  4.4017  -0.229
O  7.9906  4.1807  3.3389  -0.226
O  5.9338  4.2533  1.9495  -0.191
H  6.7433  3.1555  0.4171  0.134
H  4.9670  3.2967  0.3794  0.096
H  6.0217  1.0166  1.3437  0.136
H  4.7197  1.7930  2.2809  0.134
C  -1.2244  -5.9686  3.8621  -0.164
C  -2.4876  -6.4438  4.5631  -0.167
O  -3.2503  -7.0971  3.5477  -0.181
S  -2.2374  -7.7863  2.4856  0.670
O  -2.0964  -9.1688  2.8290  -0.213
O  -2.5939  -7.3450  1.1693  -0.241
O  -0.8888  -7.0100  2.9429  -0.189
H  -1.4102  -5.0554  3.2897  0.134
H  -0.4044  -5.7979  4.5601  0.138
H  -3.0539  -5.6224  5.0014  0.139
H  -2.2562  -7.1800  5.3384  0.135

***

# 4
Entry from the OMol25 dataset: a gas-phase ion, H2N2O4S (charge -2) in a non-equilibrium geometry (ωB97M-V with the def2-TZVPD basis set).

* energy above the lowest of the compared OMol25 structures with the same formula, charge and spin: 126.2 kJ/mol
* SMILES string: O=S(=O)([O-])NN[O-]
* net charge: -2
* E: -809.71852 Ha
* E_LUMO: 6.99 eV
* E_HOMO: 1.546 eV

Each line ends with the Löwdin charge.
CARTESIAN COORDINATES (ANGSTROEM)
N  -0.8885  1.3259  0.6190  -0.306
N  -0.3587  0.4131  -0.7480  -0.222
O  -0.0528  2.3225  0.6676  -0.473
O  0.9896  -0.8836  0.9943  -0.475
O  -0.8827  -2.0852  -0.1518  -0.464
O  1.0863  -1.5322  -1.3598  -0.453
S  0.2265  -1.0979  -0.2820  0.283
H  -0.5899  0.4857  1.2859  0.051
H  0.4702  1.0518  -1.0252  0.059